Computed, not measured: a structure of composition C22H25N4O2SSc, with ωB97M-V/def2-TZVPD.

Geometry as XYZ:
```
55
Properties=species:S:1:pos:R:3:forces:R:3:mulliken_charge:R:1
Sc -0.04801 -0.19756 -0.13763 -1.240 -1.900 1.438 1.020
C -1.30931 -2.99066 -0.89633 -0.597 -0.334 0.199 -0.792
O -0.28421 -2.00316 -1.09623 0.201 -0.948 -0.854 -0.371
C 0.88919 -2.42086 -1.77173 1.152 0.519 -0.530 0.890
C 1.11279 -3.67866 -2.29783 -0.286 0.128 0.221 -0.548
C 2.31059 -3.94116 -2.95653 -0.050 0.148 0.043 -0.748
C 3.26689 -2.95016 -3.11393 -0.091 -0.135 0.020 -0.832
C 3.05099 -1.68656 -2.60153 -0.403 0.099 0.278 -0.300
C 1.87299 -1.41396 -1.90543 0.343 -0.976 -0.418 0.245
N 1.59109 -0.18036 -1.30653 -0.157 0.672 0.096 0.221
N 2.39349 0.80614 -1.50793 0.588 -0.265 -0.465 -0.546
C 2.13419 2.04564 -1.12943 -1.029 -0.009 0.652 0.245
C 0.85909 2.46984 -0.57013 1.017 1.551 -0.542 1.009
O -0.07421 1.61154 -0.24163 -0.073 1.745 -0.365 -0.539
C 0.61299 3.84864 -0.44683 -0.311 -0.489 0.211 -0.918
C 1.57009 4.78174 -0.74893 0.151 -0.288 -0.037 -0.739
C 2.86059 4.41124 -1.18403 0.218 -0.286 -0.117 0.706
C 3.85829 5.37434 -1.42773 0.173 -0.078 -0.054 -0.908
C 5.11299 4.98604 -1.83043 -0.127 0.214 0.017 -0.568
C 5.40209 3.63374 -2.02153 -0.217 -0.135 0.091 -0.720
C 4.43969 2.67164 -1.79453 0.082 0.038 -0.032 -0.558
C 3.15819 3.03654 -1.37453 0.244 0.363 -0.139 0.754
H -1.74811 -3.29436 -1.85083 0.173 0.146 0.082 0.415
H -2.07891 -2.51336 -0.27623 0.199 -0.161 -0.168 0.104
H -0.90561 -3.86226 -0.37173 0.007 0.248 -0.046 0.401
H 0.37759 -4.45996 -2.20783 -0.116 -0.113 -0.006 0.457
H 2.48259 -4.92756 -3.35813 -0.017 -0.070 -0.016 0.422
H 4.18719 -3.16826 -3.62983 0.093 -0.017 -0.094 0.426
H 3.77379 -0.89486 -2.72093 0.068 0.005 0.016 0.467
H -0.35831 4.15184 -0.08653 -0.081 0.034 0.012 0.439
H 1.34139 5.83164 -0.64003 -0.038 0.114 0.031 0.441
H 3.62829 6.42034 -1.29113 -0.037 0.092 0.041 0.429
H 5.88149 5.72264 -2.00283 0.038 0.100 -0.024 0.422
H 6.39079 3.34124 -2.34273 0.046 -0.045 -0.012 0.427
H 4.67389 1.62784 -1.92743 0.039 -0.057 -0.023 0.422
C -4.33971 -3.32536 2.10307 -0.025 0.048 0.201 -0.992
C -3.93351 -2.58416 3.37487 -0.592 -0.186 -0.276 -0.539
N -2.58991 -2.04036 3.23047 0.384 0.140 0.007 -0.157
C -2.11871 -1.07736 2.45977 0.339 0.424 -0.264 0.755
S -0.41671 -1.16246 2.12907 0.564 -0.114 0.509 -0.404
N -2.79321 -0.05756 1.90727 0.206 0.197 -0.161 0.003
C -4.14131 0.40334 2.25027 -0.462 0.099 0.334 -0.684
C -4.20761 1.01894 3.64547 0.032 -0.070 -0.174 -1.059
H -5.27661 -3.84696 2.26907 -0.149 -0.032 -0.031 0.414
H -3.59001 -4.07016 1.83967 0.037 -0.032 -0.019 0.312
H -4.47391 -2.64086 1.26567 -0.001 0.045 -0.060 0.242
H -3.89651 -3.28446 4.20907 0.014 0.178 0.030 0.466
H -4.65061 -1.80216 3.61937 0.099 -0.056 0.135 0.198
H -1.85911 -2.66086 3.56337 -0.085 0.115 -0.130 0.275
H -2.18671 0.69014 1.54957 -0.399 -0.577 0.417 0.178
H -4.83861 -0.42966 2.15747 0.063 0.101 -0.135 0.229
H -4.41871 1.15144 1.50547 0.018 -0.194 -0.034 0.440
H -3.74501 0.37114 4.38577 0.016 -0.077 0.111 0.308
H -5.24381 1.17534 3.93067 -0.105 0.028 0.013 0.366
H -3.70631 1.98294 3.67217 0.087 0.055 0.022 0.375
```
Positions in Å, forces in eV/Å.

## Properties
LUMO (Eh): -0.2725
Charge: +2
Energy relative to the best compared isomer or geometry (same formula, charge and spin) (kcal per mole): 13.6
HOMO energy (hartree): -0.4931
Kohn-Sham gap (eV): 6.00
Largest force on an atom (Eh/bohr): 0.052